1.
C3H7NO4 | the ωB97M-V functional and the def2-TZVPD basis

Each line ends with the Löwdin charge.
CARTESIAN COORDINATES (ANGSTROEM)
O1 0.729 -2.363 1.151  0.06
C1 -0.088 -1.598 1.585  -0.21
C2 -0.614 -0.528 0.614  -0.13
N1 0.547 0.162 0.053  0.08
C3 0.765 1.511 0.161  -0.60
O2 -0.101 2.096 1.019  0.10
O3 1.677 2.059 -0.402  0.10
H1 -0.261 -1.526 2.665  0.12
H2 -1.195 -1.001 -0.181  0.11
H3 -1.261 0.223 1.052  0.11
H4 1.063 -0.381 -0.596  0.13
H5 0.286 2.782 1.571  0.13
H6 -0.506 0.189 -3.365  0.04
H7 -0.630 -0.890 -2.207  -0.01
O4 -0.411 -0.734 -3.121  -0.04

Summary:
gap between HOMO and LUMO	10.35	eV
energy relative to the best compared isomer or geometry (same formula, charge and spin)	38.63	kcal per mole
HOMO level	-10.02	eV
SMILES	O=CCNC(=O)O.O



2.
C3H7NOP | the ωB97M-V functional and the def2-TZVPD basis

Each line ends with the Löwdin charge.
CARTESIAN COORDINATES (ANGSTROEM)
C1 0.674 -1.702 -0.737  -0.08
C2 0.848 -1.217 0.632  -0.14
C3 -0.218 -0.646 -0.165  -0.25
N1 -0.213 2.330 0.021  0.09
O1 -2.809 0.399 -0.084  -0.32
P1 -1.956 -0.732 -0.025  1.04
H1 1.357 -1.158 -1.415  0.16
H2 0.279 -2.649 -0.844  0.11
H3 0.836 -1.869 1.561  0.17
H4 1.574 -0.560 0.989  0.12
H5 -1.000 2.847 -0.286  0.02
H6 0.580 2.329 -0.608  0.04
H7 0.047 2.628 0.961  0.05

Summary:
gap between HOMO and LUMO (spin up / spin down)	6.87 / 6.87	eV
energy relative to the best compared isomer or geometry (same formula, charge and spin)	66.99	kcal per mole
total charge	+1
HOMO level (spin up / spin down)	-14.28 / -14.28	eV



3.
C3H7NOPS | the ωB97M-V functional and the def2-TZVPD basis

Each line ends with the Löwdin charge.
CARTESIAN COORDINATES (ANGSTROEM)
C1 -0.421 1.439 -1.721  -1.16
C2 0.760 -1.562 -0.483  -0.28
C3 0.028 0.014 1.951  -0.34
N1 -0.702 0.839 -0.445  -0.26
O1 0.689 1.037 -2.202  -0.22
P1 0.745 0.211 0.188  0.81
S1 -1.618 2.436 -2.419  0.33
H1 0.186 -2.274 0.145  0.02
H2 1.737 -1.947 -0.788  0.02
H3 0.332 -1.400 -1.418  -0.02
H4 -0.623 -0.905 2.027  0.02
H5 -0.606 0.869 2.289  0.02
H6 0.880 -0.007 2.697  0.02
H7 -1.389 1.250 0.179  0.05

Summary:
gap between HOMO and LUMO	7.30	eV
energy relative to the best compared isomer or geometry (same formula, charge and spin)	0.00	kcal per mole
total charge	-1
HOMO level	-3.52	eV
SMILES	CP(C)NC([O-])=S



4.
C3H7NOS | the ωB97M-V functional and the def2-TZVPD basis

Each line ends with the Löwdin charge.
CARTESIAN COORDINATES (ANGSTROEM)
O1 1.570 0.227 -0.940  0.05
S1 -0.798 1.721 1.798  0.68
C1 0.523 0.402 -0.357  -0.58
N1 -0.369 -0.616 -0.129  -0.03
C2 0.216 1.798 0.241  -0.42
C3 -0.231 -1.953 -0.744  -0.07
H1 0.067 1.084 2.603  -0.14
H2 -1.289 -0.341 0.251  0.10
H3 1.198 2.233 0.512  0.08
H4 -0.335 2.380 -0.487  0.07
H5 0.568 -2.542 -0.283  0.08
H6 -1.137 -2.585 -0.669  0.09
H7 0.018 -1.810 -1.797  0.08

Summary:
gap between HOMO and LUMO	10.01	eV
energy relative to the best compared isomer or geometry (same formula, charge and spin)	9.94	kcal per mole
HOMO level	-9.25	eV
SMILES	CNC(=O)CS



no.,F_max (Eh/bohr)
1,0.0344
2,0.0759
3,0.0449
4,0.0350